Entry 1:
Density functional theory data (wB97M-V/def2-TZVPD) for a cluster of 14 separate species, C21H45BCl27N2O5S2 in total at a distorted geometry.

The geometry in XYZ format:
```
103
Properties=species:S:1:pos:R:3:forces:R:3
C -0.8480 2.7691 2.4424 -0.2 -0.5 0.3
C -0.1660 1.4159 2.8689 0.4 1.3 0.2
Cl -1.4821 0.1571 3.0426 0.6 0.0 -0.3
C 0.9675 0.9622 1.9250 -0.2 -0.1 -0.6
C 0.4327 0.5815 0.5001 1.5 1.6 0.5
N 0.2527 -0.8890 0.3395 -1.6 0.1 0.0
C -0.3330 -1.2564 -1.0102 -0.6 -0.2 -1.2
C -1.8767 -1.0116 -0.9010 0.3 -1.6 0.6
S -2.7945 -1.1509 -2.4823 -4.6 4.0 -1.0
O -2.9008 0.2464 -3.0068 1.6 -2.8 0.8
O -4.1698 -1.6820 -2.2887 3.3 -0.5 0.2
C 0.3867 -0.5322 -2.2019 0.9 0.0 0.4
N 0.8013 0.8507 -1.9511 1.1 -0.9 0.2
O -0.2121 1.7730 -2.2236 -0.1 1.0 -0.8
B 0.1719 2.5696 -3.3786 0.9 0.6 -1.2
O -0.7769 3.1258 -4.2173 0.8 -1.1 2.1
O 1.5272 2.7826 -3.7218 -1.9 -0.1 0.5
C 1.3921 1.0571 -0.6364 -0.3 -0.4 0.7
S 3.0475 0.1980 -0.5973 -0.2 -0.2 0.1
H -0.5221 3.6078 3.0828 0.1 -0.5 -0.3
H -1.9413 2.6629 2.5881 0.7 0.2 -0.2
H -0.6697 3.0374 1.3829 0.0 -0.2 0.6
H 0.2805 1.5961 3.8662 -0.5 -0.6 -0.4
H 1.6117 0.1605 2.3490 -0.5 0.4 -0.1
H 1.6366 1.8378 1.7740 -0.4 -0.5 0.2
H -0.5172 1.1402 0.3715 0.2 -0.9 -0.2
H -0.4709 -1.1632 1.0218 0.3 0.0 0.2
H 1.0886 -1.4360 0.5593 0.2 0.3 -0.2
H -0.1254 -2.3440 -1.1187 -0.3 0.6 0.0
H -2.2833 -1.8203 -0.2449 0.1 0.5 -0.5
H -2.1680 -0.0603 -0.4154 0.1 -0.2 -0.8
H -2.0711 -1.8998 -3.4004 -0.2 0.0 0.9
H -0.1826 -0.5391 -3.1474 0.0 0.0 0.7
H 1.3208 -1.1028 -2.4016 -0.5 0.4 0.1
H -1.6196 2.9485 -3.7703 -0.5 0.1 -0.6
H 2.0195 3.0938 -2.9613 0.4 -0.2 0.1
H 1.6176 2.1272 -0.4757 -0.4 -0.5 -0.3
H 3.0265 -0.6080 0.5207 -0.3 0.7 -0.6
C -4.8037 4.2852 -4.4726 -0.2 0.2 0.0
Cl -4.0439 2.7763 -3.9447 -0.2 -0.1 0.1
Cl -3.9408 5.6928 -3.8446 0.0 0.0 0.0
H -4.7942 4.3201 -5.5559 0.1 0.0 0.1
H -5.8263 4.3067 -4.1085 0.1 0.0 0.1
C -4.7167 2.6854 0.0751 -0.4 -0.1 -0.1
Cl -2.9497 2.7719 0.0940 -0.1 -0.1 -0.3
Cl -5.4354 4.0513 0.9337 0.0 -0.1 0.0
H -5.0556 2.6985 -0.9565 0.1 0.1 0.0
H -5.0284 1.7638 0.5565 0.1 0.1 0.1
C -0.7670 -1.7550 6.0517 -0.2 0.0 0.1
Cl 1.0010 -1.7347 6.1210 0.1 0.1 -0.1
Cl -1.4020 -3.3952 6.2131 0.0 0.1 0.0
H -1.1577 -1.1452 6.8606 0.1 -0.1 0.0
H -1.0768 -1.3493 5.0949 0.1 -0.1 0.1
C -4.9276 -3.9515 -4.7661 -0.4 0.1 0.1
Cl -3.1587 -4.0357 -4.7064 0.2 0.1 0.0
Cl -5.6511 -5.5478 -4.5612 0.0 0.1 0.0
H -5.2718 -3.3012 -3.9677 0.1 -0.1 0.0
H -5.2251 -3.5499 -5.7295 0.1 -0.1 0.0
C -8.1009 3.7359 3.4769 -0.1 0.0 -0.2
Cl -9.8082 3.3562 3.7163 0.0 0.0 -0.1
Cl -7.1416 3.3393 4.9089 0.1 0.0 0.0
H -7.7300 3.1595 2.6356 -0.1 -0.1 0.1
H -8.0021 4.7972 3.2709 0.0 0.0 0.1
C 6.3530 -1.8031 0.9046 0.0 0.1 -0.5
Cl 4.7924 -1.9572 1.7267 -0.1 -0.1 0.3
Cl 6.1482 -1.6584 -0.8463 0.0 0.0 0.0
H 6.8541 -0.9201 1.2718 -0.1 0.0 -0.1
H 6.9462 -2.6809 1.1169 -0.1 -0.1 0.0
C -10.3311 0.0855 1.0182 -0.2 -0.1 0.1
Cl -11.7964 1.0636 1.1331 0.0 -0.1 0.0
Cl -8.9183 1.0797 0.6359 0.2 0.0 0.0
H -10.1634 -0.4096 1.9695 0.0 0.1 0.0
H -10.4619 -0.6522 0.2331 0.0 0.1 0.0
C -3.9204 3.9563 -8.6711 0.1 0.0 -0.1
Cl -5.6329 3.5956 -8.4104 -0.1 0.0 0.0
Cl -2.9559 3.5595 -7.2413 0.2 0.0 -0.1
H -3.5602 3.3697 -9.5154 -0.2 0.1 0.5
H -3.8133 5.0159 -8.8832 0.0 0.0 0.1
C 2.9475 -1.9564 9.3393 0.0 -0.1 -0.1
Cl 4.6882 -1.9867 9.6429 0.0 -0.1 0.0
Cl 2.2131 -0.4719 9.9582 -0.1 0.0 -0.1
H 2.7764 -2.0134 8.2687 0.1 0.1 0.1
H 2.4893 -2.8079 9.8325 0.1 0.1 0.1
C 8.8097 -2.4156 3.7147 0.0 0.0 0.3
Cl 7.7276 -1.0149 3.5602 0.2 0.0 0.4
Cl 9.2434 -3.1120 2.1480 0.0 0.0 0.0
H 9.7186 -2.0963 4.2081 0.0 0.1 -0.1
H 8.3112 -3.1754 4.3089 0.0 0.0 -0.1
C -1.5250 2.0909 -11.8081 0.2 -0.1 0.0
Cl -2.9710 3.1034 -11.6831 0.0 -0.1 -0.5
Cl -0.1013 3.0479 -12.2262 0.0 -0.1 0.0
H -1.3537 1.6056 -10.8522 0.0 0.1 0.0
H -1.6865 1.3449 -12.5796 0.0 0.1 0.0
C 9.2858 -6.5034 3.4423 0.2 0.0 -0.1
Cl 10.3415 -7.6846 4.2225 0.0 0.0 -0.1
Cl 8.0056 -5.9594 4.5376 -0.1 0.1 0.0
H 9.8791 -5.6457 3.1433 0.0 0.0 0.1
H 8.8290 -6.9615 2.5706 0.0 0.0 0.1
C 13.0092 -3.2361 4.9321 0.3 0.0 0.0
Cl 11.4772 -3.4288 5.7933 0.0 0.0 0.1
Cl 12.7788 -3.1105 3.1811 0.0 0.0 0.1
H 13.4997 -2.3352 5.2866 -0.1 0.0 -0.1
H 13.6308 -4.1013 5.1391 -0.1 0.0 -0.1
```
Positions in Å, forces in eV/Å.

Computed properties:
energy relative to the best compared isomer or geometry (same formula, charge and spin): 43.76 kcal/mol
spin multiplicity: 1
charge: +1

Mulliken population analysis, charges in e, atoms 1 to 99: -1.336, 0.594, -0.346, -1.148, -0.538, 0.203, 0.125, -0.534, 0.941, -0.489, -0.588, -1.431, 0.102, 0.618, -0.012, -0.359, -0.543, -0.298, -0.049, 0.362, 0.393, 0.233, 0.516, 0.388, 0.400, -0.560, 0.424, 0.668, 0.354, 0.558, 0.016, 0.031, 0.644, 0.335, 0.136, 0.260, 0.781, -0.042, -0.047, 0.024, -0.158, -0.111, 0.330, -0.297, -0.141, -0.164, 0.288, 0.272, 0.370, -0.147, -0.155, 0.297, -0.296, -0.085, -0.168, -0.148, 0.132, 0.310, 0.152, -0.144, -0.163, -0.108, 0.260, -0.047, -0.105, -0.179, 0.237, 0.115, -0.350, -0.133, -0.095, 0.257, 0.323, 0.238, -0.183, -0.070, -0.307, 0.338, 0.045, -0.153, -0.150, -0.020, 0.277, 0.127, -0.194, -0.217, 0.135, 0.144, -0.208, -0.153, -0.141, 0.224, 0.289, 0.019, -0.155, -0.164, 0.001, 0.313, -0.271



Entry 2:
Density functional theory data (wB97M-V/def2-TZVPD) for a structure of composition C21H45CaO4SSi.

The geometry in XYZ format:
```
73
Properties=species:S:1:pos:R:3:forces:R:3
Ca -1.2592 -0.7960 0.8143 -0.2 0.2 -0.4
C 3.5338 -0.0038 0.4984 -0.1 0.0 0.0
C 2.2643 -0.7753 0.1555 0.0 -0.2 0.0
C 2.1061 -1.9697 1.0883 0.0 0.1 0.0
C 2.2843 -1.2311 -1.2976 0.0 0.0 0.0
O 1.0793 0.0404 0.3524 0.0 0.1 0.1
Si 0.8564 1.6730 0.0351 0.0 0.0 0.1
S -1.1534 2.0067 0.1400 0.0 0.0 0.1
O 1.7981 2.5469 1.0883 0.0 0.0 0.0
C 1.5914 2.9052 2.4512 0.0 0.0 0.0
C 2.9766 3.2165 3.0112 0.0 0.0 0.0
C 0.7048 4.1460 2.5139 0.0 0.0 0.0
C 0.9598 1.7588 3.2390 0.0 0.0 0.0
O 1.6175 1.9174 -1.4019 0.0 0.0 -0.1
C 1.9728 3.1291 -2.0619 0.1 0.0 -0.1
C 1.9283 2.8198 -3.5545 0.0 0.0 0.0
C 0.9995 4.2571 -1.7330 0.0 0.0 0.0
C 3.3900 3.5085 -1.6359 0.0 0.0 0.0
H 4.3933 -0.6643 0.3674 0.0 0.0 0.0
H 3.5120 0.3345 1.5349 0.0 0.0 0.0
H 3.6586 0.8652 -0.1461 0.0 0.0 0.0
H 2.9407 -2.6632 0.9615 0.0 0.0 0.0
H 1.1715 -2.4992 0.8712 0.0 0.0 0.0
H 2.0936 -1.6353 2.1302 0.0 0.0 0.0
H 3.1391 -1.8887 -1.4710 0.0 0.0 0.0
H 2.3573 -0.3667 -1.9589 0.0 0.0 0.0
H 1.3704 -1.7799 -1.5247 0.0 0.0 0.0
H 3.4486 3.9978 2.4136 0.0 0.0 0.0
H 3.6082 2.3277 2.9752 0.0 0.0 0.0
H 2.9089 3.5576 4.0464 0.0 0.0 0.0
H 1.1815 4.9698 1.9785 0.0 0.0 0.0
H 0.5443 4.4519 3.5506 0.0 0.0 0.0
H -0.2579 3.9356 2.0483 0.0 0.0 0.0
H 1.5502 0.8485 3.1212 0.0 0.0 0.0
H -0.0545 1.5763 2.8796 0.0 0.0 0.0
H 0.9114 2.0101 4.3006 0.0 0.0 0.0
H 0.9148 2.5414 -3.8448 0.0 0.0 0.0
H 2.5922 1.9842 -3.7800 0.0 0.0 0.0
H 2.2406 3.6870 -4.1403 0.0 0.0 0.0
H -0.0203 3.9656 -1.9833 0.0 0.0 0.0
H 1.2670 5.1524 -2.2986 0.0 0.0 0.0
H 1.0307 4.4956 -0.6687 0.0 0.0 0.0
H 4.0853 2.7087 -1.8977 0.0 0.0 0.0
H 3.4206 3.6575 -0.5565 0.0 0.0 0.0
H 3.7116 4.4263 -2.1340 0.0 0.0 0.0
C -5.0310 -1.8900 -0.2922 0.1 0.0 0.0
C -5.2900 -0.5355 -0.9482 0.0 0.0 0.0
C -4.1685 0.3252 -0.3748 -0.1 0.0 0.0
O -3.7822 -0.2888 0.8744 0.2 0.0 0.1
C -4.5543 -1.4814 1.0861 0.0 0.0 0.0
H -4.1906 -2.3863 -0.7879 -0.1 0.0 0.0
H -5.9059 -2.5393 -0.2623 0.0 0.0 0.0
H -6.2694 -0.1373 -0.6696 0.0 0.0 0.0
H -5.2338 -0.5834 -2.0351 0.0 0.0 0.0
H -4.4692 1.3538 -0.1680 0.0 0.0 0.0
H -3.2999 0.3446 -1.0331 0.0 0.0 0.0
H -5.3861 -1.2476 1.7644 0.0 0.0 0.0
H -3.8985 -2.2273 1.5363 0.0 0.0 0.0
C -2.0123 -4.4189 -1.9740 0.0 0.1 0.0
C -1.6046 -4.2332 -0.4970 0.1 0.0 0.0
C -0.3224 -5.0619 -0.2793 0.0 -0.1 0.0
C -2.7095 -4.8498 0.3666 0.0 0.0 0.0
C -1.4117 -2.7803 -0.1116 -0.1 0.0 0.0
H -2.1458 -5.4745 -2.2477 0.0 -0.1 0.0
H -1.2450 -3.9897 -2.6232 0.0 0.0 0.0
H -2.9466 -3.8879 -2.1733 0.0 0.0 0.0
H -0.4530 -6.1209 -0.5533 0.0 0.0 0.0
H -0.0235 -5.0042 0.7693 0.0 0.0 0.0
H 0.4934 -4.6524 -0.8823 0.0 0.0 0.0
H -2.8797 -5.9068 0.1224 0.0 0.0 0.0
H -3.6495 -4.3090 0.2220 0.0 0.0 0.0
H -2.4368 -4.7709 1.4222 0.0 0.0 0.0
H -0.5439 -2.3924 -0.7281 0.0 -0.1 0.1
```
Positions in Å, forces in eV/Å.

Computed properties:
energy relative to the best compared isomer or geometry (same formula, charge and spin): 0.00 kcal/mol
spin multiplicity: 1
charge: -1

From a Mulliken analysis of the wavefunction, the atomic charges in e read: 0.733, -1.437, 1.714, -1.264, -1.268, 0.507, -0.027, -0.739, 0.324, 1.602, -1.731, -1.658, -1.243, -0.195, 1.763, -1.827, -1.504, -1.469, 0.604, 0.149, 0.071, 0.431, 0.045, 0.278, 0.475, 0.012, 0.165, 0.340, 0.357, 0.406, 0.330, 0.473, 0.255, 0.215, 0.161, 0.564, 0.404, 0.350, 0.415, 0.316, 0.512, 0.149, 0.304, 0.069, 0.503, 0.459, -0.745, -0.289, -0.523, -0.465, -0.603, 0.471, 0.292, 0.343, 0.259, 0.230, 0.334, 0.220, -1.660, 1.929, -1.922, -1.556, -0.894, 0.408, 0.283, 0.306, 0.512, 0.274, 0.289, 0.448, 0.110, 0.294, -0.439